Density functional theory data (ωB97M-V/def2-TZVPD) for a structure of composition C40H77N9NbO9P2 in a non-equilibrium geometry.

Summary:
**Total charge**: -1
**Maximum force**: 0.203 Eh/bohr
**Total energy**: -94677.059 eV
**Spin multiplicity**: 1

Geometry (Å):
C (3.476, 0.091, 0.001)
C (3.509, 1.179, 1.263)
C (1.992, 1.286, 1.913)
O (1.338, 2.610, 1.644)
C (0.897, 2.601, 0.247)
Nb (-0.048, 4.562, -0.486)
C (1.257, 5.796, 0.951)
C (2.375, 6.753, 0.256)
O (3.640, 6.255, 0.183)
C (-1.633, 4.607, 1.103)
C (-3.017, 3.812, 0.909)
C (-2.931, 2.417, 1.817)
C (-3.961, 1.229, 1.260)
O (-3.437, -0.020, 1.290)
O (-5.325, 1.580, 0.856)
C (-5.830, 0.776, -0.258)
C (-5.576, 1.414, -1.756)
O (-0.940, 6.286, -1.349)
N (-0.648, 7.403, -0.668)
O (-1.593, 8.166, -0.578)
P (1.675, 4.623, -2.374)
O (0.935, 5.229, -3.673)
P (-1.438, 3.067, -2.100)
N (-0.423, 2.495, -3.270)
O (-2.087, 1.646, -1.318)
O (-2.726, 3.995, -2.860)
H (4.416, -0.600, 0.069)
H (3.468, 0.623, -1.053)
H (2.503, -0.592, 0.030)
H (4.334, 0.850, 2.025)
H (3.832, 2.218, 0.776)
H (1.297, 0.391, 1.555)
H (2.134, 1.147, 3.091)
H (0.049, 1.765, 0.170)
H (1.708, 2.297, -0.540)
H (0.490, 6.502, 1.533)
H (1.795, 5.166, 1.778)
H (2.234, 7.854, -0.131)
H (-1.900, 5.750, 1.320)
H (-1.138, 4.232, 2.124)
H (-3.858, 4.456, 1.465)
H (-3.427, 3.651, -0.167)
H (-3.357, 2.687, 2.899)
H (-1.819, 2.060, 1.911)
H (-7.018, 0.733, -0.129)
H (-5.476, -0.336, -0.294)
H (-6.591, 1.322, -2.369)
H (-5.329, 2.558, -1.707)
H (-4.787, 0.779, -2.354)
H (2.114, 3.275, -2.651)
H (2.826, 5.439, -2.143)
H (-0.439, 1.435, -3.208)
H (-1.366, 0.925, -1.273)
H (-2.434, 4.025, -3.839)
C (-3.244, -3.100, 1.105)
C (-2.566, -4.466, 1.151)
C (-1.054, -4.388, 0.927)
C (-0.768, -3.793, -0.442)
N (-0.531, -3.299, -1.578)
H (-3.134, -2.627, 0.124)
H (-4.316, -3.201, 1.298)
H (-2.822, -2.427, 1.861)
H (-3.022, -5.113, 0.392)
H (-2.760, -4.926, 2.126)
H (-0.614, -5.389, 0.983)
H (-0.583, -3.767, 1.696)
C (8.121, 6.315, 1.361)
C (7.529, 5.927, 2.712)
C (7.341, 4.417, 2.868)
C (6.390, 3.904, 1.800)
N (5.600, 3.479, 0.913)
H (7.462, 6.032, 0.535)
H (8.264, 7.399, 1.306)
H (9.094, 5.834, 1.207)
H (6.565, 6.436, 2.836)
H (8.189, 6.290, 3.508)
H (6.927, 4.190, 3.857)
H (8.301, 3.898, 2.775)
C (-9.088, 2.234, 3.300)
C (-9.861, 0.918, 3.278)
C (-9.201, -0.144, 2.397)
C (-9.124, 0.353, 0.962)
N (-9.061, 0.766, -0.227)
H (-9.040, 2.691, 2.306)
H (-9.580, 2.952, 3.964)
H (-8.065, 2.082, 3.660)
H (-10.881, 1.112, 2.926)
H (-9.940, 0.536, 4.301)
H (-9.784, -1.071, 2.425)
H (-8.190, -0.368, 2.755)
C (4.686, -4.532, -1.253)
C (6.147, -4.736, -1.638)
C (7.119, -4.088, -0.649)
C (6.875, -2.589, -0.597)
N (6.673, -1.345, -0.553)
H (4.412, -3.472, -1.251)
H (4.030, -5.035, -1.970)
H (4.481, -4.943, -0.257)
H (6.310, -4.325, -2.642)
H (6.354, -5.810, -1.692)
H (8.152, -4.274, -0.962)
H (6.987, -4.511, 0.353)
C (-1.769, -0.458, -5.059)
C (-1.996, -1.938, -4.767)
C (-3.437, -2.381, -5.030)
C (-4.386, -1.599, -4.136)
N (-5.173, -0.950, -3.395)
H (-2.377, 0.180, -4.409)
H (-0.721, -0.193, -4.885)
H (-2.013, -0.221, -6.101)
H (-1.730, -2.139, -3.722)
H (-1.320, -2.531, -5.392)
H (-3.545, -3.451, -4.820)
H (-3.707, -2.213, -6.078)
C (-6.456, -3.453, 5.625)
C (-5.120, -2.881, 6.088)
C (-4.057, -2.885, 4.987)
C (-3.798, -4.311, 4.530)
N (-3.583, -5.494, 4.150)
H (-6.366, -4.504, 5.333)
H (-7.192, -3.403, 6.434)
H (-6.849, -2.890, 4.771)
H (-4.766, -3.460, 6.949)
H (-5.274, -1.852, 6.433)
H (-3.124, -2.454, 5.364)
H (-4.387, -2.286, 4.131)
C (7.609, -6.978, -5.277)
C (9.056, -6.535, -5.083)
C (9.726, -7.201, -3.880)
C (8.974, -6.840, -2.609)
N (8.350, -6.541, -1.555)
H (6.983, -6.700, -4.424)
H (7.181, -6.500, -6.164)
H (7.546, -8.064, -5.412)
H (9.080, -5.445, -4.967)
H (9.625, -6.775, -5.988)
H (10.763, -6.861, -3.792)
H (9.734, -8.290, -3.997)

Löwdin population analysis, charges in e, atoms 1 to 5:
1 C -0.15
2 C -0.22
3 C -0.22
4 O -0.31
5 C -0.38